Record 1
{"formula": "C19H30N2O4", "method": "the ωB97M-V functional and the def2-TZVPD basis", "de_lowest_kcal_mol": 29.7, "smiles": "COc1ccc(C(NC(=O)CC(C)C)NC(=O)CC(C)C)cc1OC", "lumo_energy_ev": 0.684, "max_force_ev_per_a": 0.8, "homo_energy_ev": -8.1, "gap_ev": 8.8, "species": ["C", "H", "H", "H", "O", "C", "C", "C", "C", "C", "C", "O", "C", "H", "H", "H", "H", "C", "N", "C", "O", "C", "H", "H", "C", "C", "H", "H", "H", "C", "H", "H", "H", "H", "H", "N", "C", "O", "C", "H", "H", "C", "C", "H", "H", "H", "C", "H", "H", "H", "H", "H", "H", "H", "H"], "coordinates": [[0.041, 0.835, -6.390], [0.497, 0.391, -7.273], [0.366, 1.878, -6.301], [-1.049, 0.802, -6.490], [0.486, 0.060, -5.305], [0.054, 0.387, -4.057], [-0.785, 1.444, -3.751], [-1.162, 1.693, -2.438], [-0.712, 0.882, -1.416], [0.129, -0.191, -1.713], [0.521, -0.446, -3.014], [1.345, -1.458, -3.394], [1.862, -2.308, -2.399], [1.066, -2.839, -1.866], [2.487, -3.028, -2.924], [2.474, -1.757, -1.677], [0.471, -0.821, -0.909], [-1.108, 1.156, 0.017], [-1.864, 0.073, 0.578], [-2.922, 0.300, 1.401], [-3.437, 1.392, 1.519], [-3.398, -0.946, 2.119], [-4.367, -0.731, 2.571], [-3.518, -1.752, 1.392], [-2.404, -1.375, 3.212], [-2.858, -2.690, 3.841], [-2.917, -3.477, 3.092], [-2.156, -3.003, 4.610], [-3.839, -2.575, 4.297], [-2.283, -0.286, 4.275], [-3.241, -0.123, 4.762], [-1.965, 0.653, 3.827], [-1.554, -0.572, 5.030], [-1.419, -1.528, 2.759], [-1.364, -0.803, 0.651], [0.076, 1.440, 0.841], [0.856, 0.514, 1.436], [0.619, -0.682, 1.406], [2.069, 1.086, 2.143], [1.891, 2.128, 2.416], [2.231, 0.507, 3.054], [3.332, 0.987, 1.264], [3.747, -0.471, 1.082], [4.037, -0.907, 2.035], [2.920, -1.054, 0.685], [4.589, -0.545, 0.398], [3.128, 1.668, -0.088], [4.057, 1.657, -0.655], [2.367, 1.157, -0.675], [2.826, 2.706, 0.041], [4.137, 1.512, 1.793], [0.364, 2.404, 0.875], [-1.755, 2.041, 0.066], [-1.816, 2.523, -2.223], [-1.155, 2.091, -4.530]]}



Record 2
{"formula": "C19H30N2S2", "method": "the ωB97M-V functional and the def2-TZVPD basis", "de_lowest_kcal_mol": 0.0, "smiles": "Cc1cc(C)c(NC(=S)NCCCSC2CCCCC2)c(C)c1", "lumo_energy_ev": 0.603, "max_force_ev_per_a": 0.8, "homo_energy_ev": -8.1, "gap_ev": 8.7, "species": ["C", "C", "C", "C", "C", "C", "C", "H", "C", "H", "H", "H", "N", "C", "N", "H", "C", "C", "C", "H", "H", "S", "C", "C", "C", "C", "C", "C", "H", "H", "H", "H", "H", "H", "H", "H", "H", "H", "H", "H", "H", "H", "H", "S", "H", "C", "H", "H", "H", "H", "H", "H", "H"], "coordinates": [[-6.304, -2.866, -0.077], [-5.365, -1.701, -0.141], [-4.493, -1.535, -1.204], [-3.622, -0.455, -1.276], [-3.620, 0.471, -0.231], [-4.505, 0.334, 0.846], [-5.365, -0.749, 0.873], [-6.048, -0.861, 1.702], [-4.509, 1.354, 1.944], [-3.496, 1.558, 2.288], [-4.937, 2.293, 1.591], [-5.102, 1.007, 2.786], [-2.751, 1.585, -0.254], [-1.397, 1.559, -0.217], [-0.799, 0.351, -0.178], [-1.382, -0.440, 0.059], [0.621, 0.203, 0.012], [1.017, 0.250, 1.490], [2.517, 0.101, 1.674], [2.787, 0.203, 2.726], [3.046, 0.850, 1.090], [3.089, -1.551, 1.121], [4.599, -1.181, 0.146], [5.664, -0.488, 0.984], [6.938, -0.315, 0.160], [6.647, 0.473, -1.114], [5.575, -0.228, -1.943], [4.295, -0.403, -1.127], [3.543, -0.935, -1.713], [3.894, 0.582, -0.879], [5.358, 0.351, -2.842], [5.942, -1.209, -2.255], [6.303, 1.476, -0.850], [7.561, 0.578, -1.702], [7.336, -1.298, -0.104], [7.692, 0.203, 0.757], [5.869, -1.079, 1.879], [5.306, 0.494, 1.302], [4.943, -2.186, -0.119], [0.501, -0.546, 2.033], [0.705, 1.212, 1.906], [1.107, 1.023, -0.523], [0.932, -0.749, -0.424], [-0.561, 2.988, -0.244], [-3.160, 2.502, -0.141], [-2.733, -0.292, -2.472], [-2.474, 0.753, -2.624], [-3.235, -0.664, -3.362], [-1.806, -0.851, -2.350], [-4.494, -2.255, -2.011], [-6.152, -3.426, 0.844], [-7.337, -2.520, -0.089], [-6.153, -3.535, -0.920]]}



Record 3
{"formula": "C19H30N4O3", "method": "the ωB97M-V functional and the def2-TZVPD basis", "de_lowest_kcal_mol": 42.0, "smiles": "CCc1cc(CNC(=O)C[C@H]2C(=O)NCCN2CC2CCCCC2)on1", "lumo_energy_ev": 0.544, "max_force_ev_per_a": 1.3, "homo_energy_ev": -8.6, "gap_ev": 9.1, "species": ["C", "H", "H", "H", "C", "C", "N", "O", "C", "C", "H", "C", "N", "C", "O", "C", "H", "H", "C", "N", "C", "C", "N", "C", "O", "H", "H", "H", "H", "H", "C", "H", "C", "C", "C", "C", "C", "C", "H", "H", "H", "H", "H", "H", "H", "H", "H", "H", "H", "H", "H", "H", "H", "H", "H", "H"], "coordinates": [[-7.136, -1.315, 2.097], [-7.477, -2.139, 1.475], [-7.834, -1.190, 2.921], [-6.160, -1.570, 2.503], [-7.059, -0.030, 1.271], [-6.104, -0.184, 0.141], [-6.504, -0.261, -1.100], [-5.404, -0.418, -1.877], [-4.311, -0.444, -1.096], [-4.690, -0.297, 0.207], [-4.066, -0.273, 1.074], [-2.976, -0.606, -1.741], [-1.952, 0.108, -1.021], [-0.917, -0.524, -0.437], [-0.740, -1.726, -0.489], [0.040, 0.413, 0.284], [0.853, -0.188, 0.686], [-0.491, 0.878, 1.118], [0.611, 1.509, -0.672], [2.024, 1.755, -0.592], [2.413, 2.425, 0.623], [1.853, 3.845, 0.546], [0.444, 3.783, 0.231], [-0.186, 2.778, -0.393], [-1.378, 2.849, -0.656], [-0.108, 4.616, 0.384], [2.384, 4.401, -0.237], [1.981, 4.368, 1.497], [2.029, 1.930, 1.530], [3.501, 2.462, 0.685], [2.942, 0.793, -1.159], [2.486, 0.418, -2.077], [3.378, -0.401, -0.273], [2.805, -1.727, -0.779], [3.232, -2.883, 0.122], [4.753, -2.977, 0.191], [5.341, -1.659, 0.683], [4.905, -0.507, -0.218], [5.290, -0.672, -1.227], [5.331, 0.429, 0.154], [6.432, -1.720, 0.703], [4.999, -1.469, 1.704], [5.048, -3.789, 0.858], [5.147, -3.200, -0.803], [2.815, -3.816, -0.260], [2.831, -2.727, 1.126], [1.716, -1.690, -0.823], [3.174, -1.906, -1.792], [3.026, -0.230, 0.750], [3.835, 1.360, -1.448], [0.391, 1.211, -1.704], [-2.022, 1.122, -0.946], [-3.041, -0.257, -2.777], [-2.683, -1.663, -1.741], [-6.729, 0.795, 1.908], [-8.040, 0.211, 0.863]]}



Record 4
{"formula": "C19H30N4O4S", "method": "the ωB97M-V functional and the def2-TZVPD basis", "de_lowest_kcal_mol": 15.7, "smiles": "Cc1cc(C(=O)N2CCCN(CCNC(=O)[C@@H]3CCS(=O)(=O)C3)CC2)[nH]c1C", "lumo_energy_ev": 0.399, "max_force_ev_per_a": 0.1, "homo_energy_ev": -8.3, "gap_ev": 8.7, "species": ["C", "C", "C", "C", "C", "O", "N", "C", "C", "C", "N", "C", "C", "N", "C", "O", "C", "C", "C", "S", "O", "O", "C", "C", "C", "N", "C", "C", "H", "H", "H", "H", "H", "H", "H", "H", "H", "H", "H", "H", "H", "H", "H", "H", "H", "H", "H", "H", "H", "H", "H", "H", "H", "H", "H", "H", "H", "H"], "coordinates": [[0.058, -4.605, 0.989], [-0.544, -3.482, 1.776], [-1.157, -2.324, 1.243], [-1.559, -1.526, 2.300], [-2.240, -0.236, 2.546], [-2.417, 0.106, 3.717], [-2.652, 0.555, 1.520], [-3.233, 1.851, 1.856], [-2.187, 2.958, 1.919], [-1.273, 3.044, 0.689], [-0.328, 1.947, 0.496], [0.527, 1.694, 1.652], [1.862, 1.080, 1.254], [2.436, 1.862, 0.178], [3.706, 1.683, -0.237], [4.488, 0.932, 0.325], [4.116, 2.461, -1.478], [4.301, 1.445, -2.651], [5.783, 1.118, -2.759], [6.532, 2.720, -2.560], [7.903, 2.638, -2.135], [6.183, 3.518, -3.711], [5.450, 3.180, -1.214], [-0.825, 0.753, -0.176], [-2.282, 0.385, 0.126], [-1.193, -2.186, 3.443], [-0.583, -3.362, 3.152], [-0.071, -4.267, 4.220], [-0.054, -5.561, 1.502], [-0.429, -4.699, 0.018], [1.124, -4.454, 0.809], [-1.274, -2.136, 0.190], [-3.980, 2.076, 1.090], [-3.742, 1.759, 2.812], [-2.697, 3.918, 2.041], [-1.579, 2.814, 2.815], [-1.874, 3.141, -0.221], [-0.691, 3.968, 0.762], [0.722, 2.660, 2.123], [0.065, 1.051, 2.413], [2.537, 1.087, 2.109], [1.755, 0.032, 0.956], [1.778, 2.390, -0.375], [3.344, 3.182, -1.745], [3.712, 0.545, -2.477], [3.962, 1.900, -3.581], [6.130, 0.490, -1.939], [6.089, 0.709, -3.720], [5.378, 4.264, -1.200], [5.919, 2.814, -0.302], [-0.732, 0.859, -1.264], [-0.183, -0.079, 0.108], [-2.496, -0.627, -0.214], [-2.949, 1.032, -0.445], [-1.400, -1.798, 4.350], [0.169, -5.244, 3.804], [0.836, -3.872, 4.681], [-0.812, -4.410, 5.008]]}